ORCA calculation (ωB97M-V/def2-TZVPD) on a 7-piece molecular cluster, C30H80N6O11 overall.

Computed properties:
- Electronic energy: -63842.5050 eV
- Energy above the lowest of the compared OMol25 structures with the same formula, charge and spin: 129.3 kcal/mol
- Max |F|: 12.47 eV/A
- Molecular weight: 701.00 g/mol
- HOMO energy: -7.99 eV
- Kohn-Sham gap: 8.3 eV

```
! wB97M-V def2-TZVPD RIJCOSX def2/J DEFGRID3
* xyz 0 1
N -0.77 0.51 -1.10
H 0.04 -0.06 -1.33
H -0.69 0.93 -0.19
H -1.46 -0.09 -0.93
H -0.78 1.01 -1.86
O -1.84 -1.38 -3.04
H -2.42 -1.76 -3.74
C -0.06 -4.99 2.69
O -0.33 -4.68 1.37
C -1.14 -3.50 1.13
C -1.47 -3.32 -0.32
N -2.56 -2.27 -0.68
C -3.83 -2.90 -0.74
C -4.91 -1.83 -1.10
O -6.09 -2.54 -1.10
C -7.22 -1.76 -1.37
H 0.22 -6.24 2.84
H -0.97 -4.92 3.42
H 0.67 -4.29 3.22
H -0.85 -2.61 1.57
H -2.04 -3.66 1.39
H -1.82 -4.30 -0.75
H -0.60 -3.23 -0.91
H -2.31 -2.18 -1.64
H -3.86 -3.59 0.04
H -3.80 -3.60 -1.52
H -4.65 -1.38 -1.92
H -4.97 -1.34 -0.13
H -8.13 -2.32 -1.13
H -6.99 -1.27 -2.36
H -7.43 -0.99 -0.67
C 0.67 4.35 0.41
O -0.11 4.26 -0.73
C -0.78 3.01 -0.74
C -1.56 2.90 -2.01
N -2.51 1.92 -2.10
C -3.20 1.86 -3.34
C -3.90 0.44 -3.59
O -4.63 0.46 -4.82
C -5.23 -0.75 -5.20
H 0.04 4.02 1.29
H 1.24 5.30 0.74
H 1.40 3.72 0.18
H -1.55 2.90 0.18
H 0.05 2.30 -0.61
H -0.83 2.83 -2.84
H -2.09 3.98 -2.03
H -2.95 2.16 -1.27
H -2.42 2.00 -4.03
H -3.92 2.71 -3.31
H -4.70 0.24 -2.80
H -3.25 -0.33 -3.37
H -5.95 -1.15 -4.25
H -4.41 -1.52 -5.60
H -5.80 -0.46 -6.06
C -2.25 1.14 1.81
O -0.79 1.54 1.87
C -0.18 1.06 3.05
C -0.74 1.66 4.38
N 0.14 1.27 5.56
C -0.18 1.86 6.77
C 0.71 1.33 7.80
O 0.39 1.86 9.11
C 1.03 1.24 10.24
H -2.79 1.79 2.57
H -2.41 0.21 1.74
H -2.61 1.66 0.92
H 0.65 1.22 2.75
H -0.32 -0.03 3.16
H -1.91 1.35 4.49
H -0.78 2.75 4.27
H 1.03 1.70 5.11
H -1.29 1.55 7.09
H -0.22 3.07 6.88
H 1.84 1.49 7.63
H 0.57 0.09 7.71
H 0.78 2.09 11.07
H 2.12 0.98 9.96
H 0.45 0.31 10.38
C -1.30 1.79 -7.13
O -0.57 2.37 -6.15
C -0.35 1.60 -5.04
C 0.61 0.36 -5.21
N 0.57 -0.33 -3.91
C 1.57 -1.35 -4.12
C 1.59 -2.37 -2.87
O 2.60 -3.30 -3.20
C 2.55 -4.48 -2.35
H -2.48 1.65 -6.61
H -1.04 0.68 -7.24
H -1.18 2.37 -8.10
H -1.26 1.18 -4.64
H 0.09 2.22 -4.23
H 1.69 0.67 -5.46
H 0.33 -0.30 -5.94
H -0.51 -0.94 -3.85
H 2.70 -0.92 -4.21
H 1.19 -2.05 -5.02
H 0.58 -2.85 -2.72
H 2.00 -1.75 -1.98
H 3.49 -5.15 -2.16
H 1.99 -5.17 -3.00
H 2.19 -4.44 -1.44
C 2.47 1.60 -1.74
O 2.10 1.20 -0.43
C 3.10 0.54 0.42
C 4.29 1.18 0.88
N 5.08 0.42 1.76
C 6.44 0.86 2.05
C 7.05 -0.06 3.12
O 8.24 0.60 3.72
C 8.79 -0.18 4.65
H 3.07 2.39 -1.72
H 1.68 1.80 -2.32
H 3.01 0.85 -2.35
H 3.22 -0.37 -0.04
H 2.64 0.11 1.33
H 4.10 2.20 1.23
H 4.98 1.63 0.16
H 5.33 -0.66 1.40
H 6.29 1.70 2.38
H 6.95 0.98 1.33
H 7.08 -1.06 2.60
H 6.29 -0.12 3.74
H 9.51 0.64 5.07
H 9.30 -1.14 4.21
H 8.15 -0.41 5.53
*
```

Atom charges from the Mulliken analysis, given in e for atoms 1 to 6: 1.80 -0.31 -0.20 0.23 0.03 -1.37